Entry 1:
C4H3N | ωB97M-V/def2-TZVPD

Element x y z (Å)
1 C 1.7536 0.7298 -0.2197
2 C 0.6773 -0.0889 -0.2414
3 C -0.5847 -0.4201 -0.5878
4 C -1.7173 0.4163 -0.4420
5 N -2.6890 1.0181 -0.2481
6 H 2.3295 0.8874 0.6971
7 H 1.2961 -0.9879 -0.0067
8 H -0.7852 -1.4453 -0.8639

Results
multiplicity = 1
ΔE to the lowest compared entry with this formula, charge and spin = 297.9 kJ/mol
gap between HOMO and LUMO (alpha / beta) = 7.42 / 7.42 eV

Listed below, in e, are the Mulliken charges computed for each atom: number 1, C, carries -0.350; number 2, C, carries 0.077; number 3, C, carries -0.378; number 4, C, carries 0.263; number 5, N, carries -0.380; number 6, H, carries 0.231; number 7, H, carries 0.227; number 8, H, carries 0.309



Entry 2:
C10H17ClOSi | ωB97M-V/def2-TZVPD

Element x y z (Å)
1 C 1.4747 -3.0213 -0.7095
2 C 2.0021 -1.9620 -0.5505
3 C 2.5100 -0.6284 -0.3456
4 C -2.2340 1.0094 1.0885
5 C -1.8126 -1.3870 0.2545
6 C -0.2509 -0.0646 1.9776
7 C -0.5304 -0.0670 -2.3141
8 C -0.1206 2.8108 -0.6105
9 C 3.8429 -0.5817 0.1038
10 C -1.1258 -0.0470 0.7073
11 O 1.5913 0.3452 -0.4557
12 Si -0.0397 0.8508 -0.6982
13 Cl 4.7585 0.9482 0.2208
14 H 1.2568 -4.0437 -0.6292
15 H -2.8285 0.6626 1.7980
16 H -1.9079 2.0008 1.5258
17 H -2.8044 1.1766 0.2792
18 H -2.7819 -1.2667 0.6474
19 H -1.1730 -2.1595 0.6861
20 H -1.8751 -1.3804 -0.8154
21 H -0.5639 -0.8995 2.7246
22 H 0.7773 -0.2051 1.6603
23 H -0.3111 0.7822 2.6402
24 H 0.2207 -0.0060 -3.0018
25 H -0.7676 -1.0397 -2.1396
26 H -1.4094 0.2257 -2.7226
27 H 0.4214 3.0781 0.3495
28 H 0.3048 3.1934 -1.4074
29 H -1.1123 3.0331 -0.6727
30 H 4.4886 -1.3573 0.4094

Results
multiplicity = 1
SMILES = C#C/C(=C/Cl)O[Si](C)(C)C(C)(C)C
ΔE to the lowest compared entry with this formula, charge and spin = 60.3 kJ/mol
gap between HOMO and LUMO = 9.12 eV

Listed below, in e, are the Mulliken charges computed for each atom: number 1, C, carries 0.097; number 2, C, carries -0.136; number 3, C, carries 0.161; number 4, C, carries -2.634; number 5, C, carries -1.600; number 6, C, carries -1.544; number 7, C, carries -1.748; number 8, C, carries -1.335; number 9, C, carries -0.779; number 10, C, carries 1.954; number 11, O, carries -0.393; number 12, Si, carries 0.558; number 13, Cl, carries -0.201; number 14, H, carries 0.456; number 15, H, carries 0.745; number 16, H, carries 0.356; number 17, H, carries 0.683; number 18, H, carries 0.452; number 19, H, carries 0.370; number 20, H, carries 0.317; number 21, H, carries 0.322; number 22, H, carries 0.322; number 23, H, carries 0.363; number 24, H, carries 0.466; number 25, H, carries 0.561; number 26, H, carries 0.580; number 27, H, carries 0.243; number 28, H, carries 0.515; number 29, H, carries 0.421; number 30, H, carries 0.424



Entry 3:
C2H3ClO2 | ωB97M-V/def2-TZVPD

Element x y z (Å)
1 C 0.7984 0.5038 0.5220
2 C -0.6635 -0.4688 -0.6803
3 O -0.4949 0.9844 0.4452
4 O 0.7348 -0.6429 -0.3314
5 Cl -1.8270 -1.5435 -0.0010
6 H 1.5009 1.0986 -0.0286
7 H 0.9839 0.2388 1.6516
8 H -1.0326 -0.1703 -1.5774

Results
multiplicity = 1
ΔE to the lowest compared entry with this formula, charge and spin = 323.3 kJ/mol
gap between HOMO and LUMO = 10.07 eV

Listed below, in e, are the Mulliken charges computed for each atom: number 1, C, carries -0.049; number 2, C, carries 0.185; number 3, O, carries -0.464; number 4, O, carries -0.320; number 5, Cl, carries -0.096; number 6, H, carries 0.218; number 7, H, carries 0.202; number 8, H, carries 0.323



Entry 4:
C5H5BrN | ωB97M-V/def2-TZVPD

Element x y z (Å)
1 Br -0.0885 3.0945 1.0764
2 C -0.0534 1.2575 0.4197
3 C -0.0307 0.9955 -1.0100
4 C 0.0408 -0.4113 -1.4835
5 C 0.0728 -1.4496 -0.4273
6 C 0.0126 -1.0443 0.9593
7 N -0.0433 0.2695 1.3781
8 H -0.0661 1.8412 -1.7389
9 H 0.0919 -0.6546 -2.5756
10 H 0.1328 -2.5211 -0.7191
11 H 0.0076 -1.8403 1.7379
12 H -0.0766 0.4630 2.3830

Results
multiplicity = 1
SMILES = Brc1cccc[nH+]1
ΔE to the lowest compared entry with this formula, charge and spin = 0.0 kJ/mol
gap between HOMO and LUMO = 9.08 eV
total charge = +1

Listed below, in e, are the Mulliken charges computed for each atom: number 1, Br, carries -0.052; number 2, C, carries 0.354; number 3, C, carries -0.275; number 4, C, carries -0.160; number 5, C, carries -0.445; number 6, C, carries -0.080; number 7, N, carries -0.102; number 8, H, carries 0.356; number 9, H, carries 0.387; number 10, H, carries 0.352; number 11, H, carries 0.374; number 12, H, carries 0.292



Entry 5:
C4H14O3 | ωB97M-V/def2-TZVPD

Element x y z (Å)
1 C -1.3958 2.3770 -0.7295
2 C -1.7911 1.1090 -0.1199
3 C -0.9935 0.7325 1.1446
4 C 0.1989 1.3172 1.6636
5 H -2.2540 2.6892 -1.3443
6 H -0.5042 2.7520 -1.4440
7 H -1.4953 3.1038 0.0125
8 H -2.9265 1.1511 0.0685
9 H -1.6430 0.2817 -0.7893
10 H -1.4956 0.1030 1.8760
11 H 0.7923 0.7740 2.3752
12 H 0.5100 2.3280 1.2797
13 H 2.6309 -1.2763 -1.1723
14 H 1.1160 -0.9349 -1.0608
15 O 1.7334 -1.6202 -1.3991
16 H -0.7653 -1.6625 -2.2200
17 H -1.2573 -3.1342 -2.4088
18 O -1.5074 -2.3283 -2.0121
19 H 4.2222 -2.1318 2.2745
20 H 3.4631 -3.2725 2.1702
21 O 3.3621 -2.3581 1.8352

Results
multiplicity = 1
SMILES = C=CCC.O.O.O
ΔE to the lowest compared entry with this formula, charge and spin = 288.0 kJ/mol
gap between HOMO and LUMO = 9.60 eV

Listed below, in e, are the Mulliken charges computed for each atom: number 1, C, carries -1.328; number 2, C, carries 0.250; number 3, C, carries -0.335; number 4, C, carries -0.731; number 5, H, carries 0.346; number 6, H, carries 0.255; number 7, H, carries 0.407; number 8, H, carries 0.260; number 9, H, carries 0.006; number 10, H, carries 0.369; number 11, H, carries 0.308; number 12, H, carries 0.212; number 13, H, carries 0.302; number 14, H, carries 0.311; number 15, O, carries -0.627; number 16, H, carries 0.314; number 17, H, carries 0.299; number 18, O, carries -0.628; number 19, H, carries 0.312; number 20, H, carries 0.307; number 21, O, carries -0.610



Entry 6:
C5H14 | ωB97M-V/def2-TZVPD

Element x y z (Å)
1 C -1.6709 -1.0547 0.3109
2 C -0.5269 -2.0204 0.5782
3 C -1.7272 0.1018 1.3226
4 H -1.5965 -0.6389 -0.6993
5 H -2.6232 -1.5811 0.3076
6 H -0.4428 -2.2593 1.6362
7 H -0.9381 0.8298 1.1282
8 H -2.6971 0.5825 1.3623
9 H 0.4444 -1.6453 0.2421
10 H -0.6684 -2.9428 0.0047
11 H -1.4994 -0.2926 2.3151
12 C 2.5481 1.5655 -0.8045
13 C 1.1557 1.2657 -1.3564
14 H 3.2832 0.9961 -1.3643
15 H 2.7876 2.6318 -0.9052
16 H 2.5777 1.3484 0.2576
17 H 1.0110 1.5777 -2.3849
18 H 0.3829 1.7640 -0.7725
19 H 0.9355 0.2024 -1.2191

Results
multiplicity = 1
SMILES = CCC.CC
ΔE to the lowest compared entry with this formula, charge and spin = 10.0 kJ/mol
gap between HOMO and LUMO = 12.54 eV

Listed below, in e, are the Mulliken charges computed for each atom: number 1, C, carries -0.185; number 2, C, carries -1.039; number 3, C, carries -1.008; number 4, H, carries 0.235; number 5, H, carries 0.334; number 6, H, carries 0.336; number 7, H, carries 0.194; number 8, H, carries 0.318; number 9, H, carries 0.225; number 10, H, carries 0.295; number 11, H, carries 0.313; number 12, C, carries -0.916; number 13, C, carries -0.586; number 14, H, carries 0.276; number 15, H, carries 0.298; number 16, H, carries 0.285; number 17, H, carries 0.362; number 18, H, carries 0.187; number 19, H, carries 0.076



Entry 7:
C4H9N4Si | ωB97M-V/def2-TZVPD

Element x y z (Å)
1 C 1.0672 -0.4879 -0.9648
2 C 0.7905 0.6228 1.9232
3 C -1.5853 -1.0513 0.8293
4 C -1.0176 1.5878 -0.5620
5 N 2.4096 -1.9171 -2.1014
6 N 1.8023 -1.5658 -0.9914
7 N 1.2337 -0.1646 -2.8295
8 N 2.0041 -1.0802 -3.0401
9 Si -0.1637 0.1834 0.3281
10 H 1.8691 0.7445 1.8056
11 H 0.3459 1.5283 2.4212
12 H 0.7010 -0.1605 2.5453
13 H -1.2836 -2.0687 0.7402
14 H -1.8867 -0.8032 1.8784
15 H -2.5464 -0.7781 0.1254
16 H -1.2966 1.1430 -1.5034
17 H -1.8671 1.6778 0.0322
18 H -0.5763 2.5899 -0.6362

Results
multiplicity = 1
ΔE to the lowest compared entry with this formula, charge and spin = 215.8 kJ/mol
gap between HOMO and LUMO = 7.08 eV
total charge = -1

Listed below, in e, are the Mulliken charges computed for each atom: number 1, C, carries 0.304; number 2, C, carries -1.196; number 3, C, carries -1.014; number 4, C, carries -1.072; number 5, N, carries -0.642; number 6, N, carries -0.158; number 7, N, carries -0.161; number 8, N, carries -0.249; number 9, Si, carries 0.351; number 10, H, carries 0.330; number 11, H, carries 0.297; number 12, H, carries 0.397; number 13, H, carries 0.343; number 14, H, carries 0.268; number 15, H, carries 0.223; number 16, H, carries 0.278; number 17, H, carries 0.366; number 18, H, carries 0.337



Entry 8:
C4H3O2 | ωB97M-V/def2-TZVPD

Element x y z (Å)
1 C 0.2022 -0.5591 -0.1216
2 C 1.3696 0.0479 0.0996
3 C 3.4280 -0.0372 0.0007
4 C 0.1669 0.9275 0.0510
5 O 3.7337 -0.0708 -1.1756
6 O 3.8719 -0.0322 1.1444
7 H -0.4833 -1.2688 0.0933
8 H -0.0108 1.6684 -0.7194
9 H -0.4203 1.3863 0.8556

Results
multiplicity = 1
ΔE to the lowest compared entry with this formula, charge and spin = 168.4 kJ/mol
gap between HOMO and LUMO = 7.94 eV
total charge = -1

Listed below, in e, are the Mulliken charges computed for each atom: number 1, C, carries -0.526; number 2, C, carries 0.043; number 3, C, carries 0.663; number 4, C, carries -0.687; number 5, O, carries -0.554; number 6, O, carries -0.575; number 7, H, carries 0.329; number 8, H, carries 0.149; number 9, H, carries 0.159